Computed, not measured: a cluster of 2 separate species, C8H21N2O3Si in total at a distorted geometry, with ωB97M-V/def2-TZVPD.

Values from the calculation:
Charge: +1
Electronic energy: -25627.0853 eV
Energy relative to the best compared isomer or geometry (same formula, charge and spin): 416.5 kJ/mol

Positions of all 35 atoms, in Å:
C 0.4719 -0.9794 2.0547
C -0.8485 -0.3596 2.6573
C 0.1753 1.0052 0.9814
C 0.9794 3.2204 2.0751
C 1.9341 -2.8011 -1.3771
C -2.8624 -2.3022 -2.1076
C 0.3403 1.2198 -3.4010
C 0.6814 2.4328 0.7652
N 1.1646 0.1558 1.4395
N -1.0972 0.9601 2.0722
O 0.5417 -2.3435 -1.6470
O -1.8611 -1.3548 -2.5065
O 0.4588 -0.0496 -2.8256
Si -0.3615 -1.1925 -2.1127
H 1.0963 -1.4775 2.9305
H 0.1367 -1.9217 1.4698
H -1.6366 -0.9680 2.5131
H -0.8682 -0.1913 3.7816
H 0.7516 4.1874 1.8544
H 1.9936 3.0967 2.3150
H 0.4852 2.9506 2.9646
H 2.1873 -2.2966 -0.5195
H 2.3780 -2.3063 -2.2573
H 1.7510 -3.8966 -1.3278
H -2.8612 -2.8351 -3.0093
H -3.8740 -1.9373 -1.7903
H -2.5165 -2.9994 -1.2262
H -0.6877 1.4121 -3.2415
H 0.5123 1.3124 -4.4572
H 0.9497 1.8363 -2.8288
H 1.6410 2.5708 0.1597
H -0.2554 2.7390 0.2352
H 1.9177 0.4055 2.1380
H -1.8899 0.9525 1.4619
H -0.9276 1.7548 2.7663